{
  "formula": "C8H8F3N",
  "method": "the ωB97M-V functional and the def2-TZVPD basis",
  "lumo_energy_ha": 0.03107,
  "homo_lumo_gap_ev": 10.41,
  "homo_ev": -9.56,
  "smiles": "N[C@@](F)(c1ccccc1)C(F)F",
  "charge": 0,
  "symbols": ["N", "C", "F", "C", "C", "C", "C", "C", "C", "C", "F", "F", "H", "H", "H", "H", "H", "H", "H", "H"],
  "positions_angstrom": [[0.76544, 0.98875, 1.90987], [-0.40031, 0.49233, 1.35883], [-1.48254, 1.36289, 1.43984], [-0.13266, 0.05624, -0.18929], [0.87378, -0.82537, -0.48596], [1.27692, -0.95520, -1.82371], [0.62380, -0.34344, -2.80504], [-0.47220, 0.50341, -2.48549], [-0.81079, 0.75071, -1.12115], [-0.82418, -0.69729, 2.23941], [-2.04814, -1.21553, 1.84379], [-0.93580, -0.27096, 3.53411], [0.59613, 1.41060, 2.92389], [1.26634, 1.59574, 1.31631], [1.58943, -1.12779, 0.25975], [2.05043, -1.59561, -2.21010], [1.01751, -0.62688, -3.74248], [-1.07157, 0.96393, -3.26410], [-1.78928, 1.19730, -0.88564], [-0.09231, -1.66384, 2.18714]]
}

=====

{
  "formula": "C2H3NO2S2",
  "method": "the ωB97M-V functional and the def2-TZVPD basis",
  "lumo_energy_ha": -0.03075,
  "homo_lumo_gap_ev": 8.72,
  "homo_ev": -9.55,
  "charge": 0,
  "symbols": ["C", "C", "N", "O", "O", "S", "S", "H", "H", "H"],
  "positions_angstrom": [[0.84277, -0.75348, 0.31639], [0.59986, 1.53523, -0.07994], [1.08759, 0.42446, 0.35623], [-1.71695, -1.72404, 1.05804], [-1.08843, -1.93806, -1.22536], [-1.68626, 0.84372, -0.38579], [-1.12078, -1.10280, -0.04919], [1.57108, -1.44262, 0.45110], [0.79862, 2.42152, 0.65068], [0.71250, 1.73607, -1.09216]]
}